The following is a quantum chemistry calculation of a cluster of 9 separate species, C60H67FO6S2 in total, from the Open Molecules 2025 dataset.

Total charge: 0
LUMO level (eV): -0.071
HOMO-LUMO gap (hartree): 0.33185
Maximum force (eV/A): 2.421

The geometry in XYZ format:
```
136
C60H67FO6S2 the ωB97M-V functional and the def2-TZVPD basis
C -2.680 4.897 -2.841
C -2.108 4.605 -3.873
C -1.372 4.002 -4.974
C -0.976 2.549 -4.665
C 0.316 2.457 -3.845
C 0.010 2.483 -2.348
C 1.124 3.112 -1.475
C 2.545 3.036 -2.030
S 3.408 1.463 -1.886
O 4.582 1.599 -2.695
O 3.702 1.239 -0.509
O 1.150 2.551 -0.147
S -0.203 3.023 0.684
O 0.006 2.490 1.982
O -1.489 2.233 -0.006
C -1.211 0.979 -0.612
O -0.827 0.119 0.414
C -0.323 -1.142 0.016
C -1.246 -2.012 -0.864
C -0.256 1.064 -1.810
F -0.854 0.340 -2.830
H -3.263 5.243 -2.036
H -0.526 4.618 -5.260
H -2.051 3.980 -5.823
H -0.846 2.078 -5.632
H -1.800 2.073 -4.151
H 0.839 1.546 -4.131
H 0.907 3.317 -4.138
H -0.859 3.118 -2.233
H 0.896 4.171 -1.340
H 2.634 3.352 -3.061
H 3.160 3.711 -1.445
H 2.661 0.463 -2.437
H -2.173 0.656 -1.012
H -0.152 -1.687 0.933
H 0.663 -1.082 -0.443
H -2.069 -1.488 -1.338
H -0.649 -2.428 -1.667
H -1.665 -2.808 -0.259
H 0.710 0.605 -1.642
C 1.066 -6.949 -4.072
C 1.586 -5.676 -3.882
C 0.796 -4.561 -4.122
C -0.518 -4.718 -4.543
C -1.039 -5.990 -4.728
C -0.246 -7.106 -4.496
H 1.683 -7.819 -3.888
H 2.608 -5.553 -3.550
H 1.205 -3.568 -3.980
H -1.135 -3.847 -4.725
H -2.064 -6.113 -5.055
H -0.651 -8.098 -4.646
C 1.842 5.918 5.612
C 1.050 4.940 5.026
C 1.584 4.096 4.060
C 2.915 4.227 3.689
C 3.709 5.202 4.277
C 3.172 6.050 5.236
H 1.424 6.577 6.363
H 0.013 4.836 5.321
H 0.967 3.338 3.599
H 3.334 3.565 2.939
H 4.748 5.302 3.988
H 3.790 6.814 5.691
C 7.143 3.547 -6.124
C 7.115 3.083 -7.432
C 6.485 1.882 -7.729
C 5.876 1.151 -6.718
C 5.901 1.616 -5.409
C 6.539 2.812 -5.112
H 7.638 4.482 -5.892
H 7.585 3.657 -8.221
H 6.468 1.517 -8.748
H 5.381 0.216 -6.950
H 5.429 1.051 -4.624
H 6.563 3.170 -4.091
C -5.263 2.330 -3.533
C -6.560 2.320 -4.026
C -7.576 1.718 -3.295
C -7.295 1.134 -2.067
C -5.998 1.149 -1.572
C -4.982 1.742 -2.307
H -4.468 2.796 -4.101
H -6.780 2.781 -4.980
H -8.586 1.704 -3.682
H -8.087 0.668 -1.496
H -5.780 0.696 -0.614
H -3.968 1.750 -1.924
C 7.815 -5.983 -4.845
C 6.765 -6.820 -4.495
C 5.662 -6.308 -3.826
C 5.606 -4.956 -3.516
C 6.654 -4.118 -3.870
C 7.761 -4.632 -4.531
H 8.676 -6.383 -5.364
H 6.807 -7.873 -4.742
H 4.846 -6.963 -3.548
H 4.744 -4.554 -2.998
H 6.610 -3.064 -3.629
H 8.580 -3.979 -4.802
C -8.034 -4.269 -0.538
C -8.409 -4.241 -1.873
C -7.852 -3.303 -2.732
C -6.912 -2.398 -2.257
C -6.535 -2.430 -0.922
C -7.098 -3.362 -0.061
H -8.471 -4.998 0.132
H -9.137 -4.950 -2.246
H -8.149 -3.278 -3.773
H -6.475 -1.669 -2.928
H -5.801 -1.726 -0.551
H -6.806 -3.382 0.981
C -0.030 2.688 8.347
C 0.032 2.259 7.029
C -0.563 1.060 6.660
C -1.228 0.295 7.608
C -1.293 0.726 8.926
C -0.691 1.920 9.297
H 0.437 3.622 8.634
H 0.545 2.858 6.289
H -0.509 0.724 5.632
H -1.696 -0.638 7.319
H -1.814 0.130 9.665
H -0.738 2.254 10.326
C -0.872 -0.688 13.633
C -0.810 -1.117 12.315
C -1.404 -2.316 11.946
C -2.068 -3.081 12.894
C -2.133 -2.650 14.212
C -1.532 -1.456 14.582
H -0.406 0.246 13.921
H -0.297 -0.517 11.573
H -1.350 -2.653 10.918
H -2.536 -4.014 12.606
H -2.653 -3.247 14.951
H -1.579 -1.122 15.611
```

The following is a quantum chemistry calculation of a cluster of 11 separate species, C60H84ClF3N3O24S in total, from the Open Molecules 2025 dataset.

Total charge: +1
LUMO level (eV): -4.275
HOMO-LUMO gap (hartree): 0.25760
Maximum force (eV/A): 4.536

The geometry in XYZ format:
```
176
C60H84ClF3N3O24S the ωB97M-V functional and the def2-TZVPD basis
C 4.335 -0.399 -1.440
C 4.081 -1.949 -1.221
C 2.618 -2.287 -0.758
C 2.191 -1.564 0.603
C 3.416 -1.394 1.588
O 1.152 -2.304 1.306
C 0.091 -1.514 1.674
O -0.231 -1.439 2.824
C -0.767 -0.740 0.606
C -1.768 -1.489 -0.170
C -2.000 -2.974 0.088
C -2.353 -3.535 1.398
C -2.573 -4.946 1.674
N -2.501 -5.871 0.681
C -2.214 -5.379 -0.548
C -1.931 -4.019 -0.974
C -2.530 -0.760 -1.181
N -3.520 -1.370 -1.977
N -2.291 0.580 -1.384
C -1.384 1.335 -0.662
C -1.313 2.830 -1.068
C -2.772 3.470 -1.273
C -2.731 4.306 -2.606
Cl -2.993 3.114 -3.976
C -0.567 0.705 0.389
S 0.585 1.766 1.299
O 1.506 1.051 2.166
O 1.382 2.617 0.414
C -0.491 2.809 2.450
F -1.654 2.147 2.696
F -0.662 4.077 2.004
F 0.185 2.908 3.634
H 3.495 0.121 -1.970
H 4.638 0.135 -0.499
H 5.230 -0.325 -2.117
H 4.249 -2.437 -2.220
H 4.884 -2.334 -0.548
H 1.936 -1.828 -1.542
H 2.378 -3.377 -0.752
H 1.866 -0.533 0.282
H 3.932 -0.407 1.459
H 3.098 -1.430 2.671
H 4.183 -2.206 1.473
H -2.460 -2.818 2.253
H -2.836 -5.254 2.717
H -2.190 -6.143 -1.371
H -1.684 -3.754 -2.032
H -3.631 -2.358 -1.735
H -3.291 -1.311 -2.973
H -2.832 1.041 -2.131
H -0.830 2.858 -2.089
H -0.716 3.465 -0.376
H -2.960 4.206 -0.426
H -3.586 2.709 -1.309
H -3.453 5.155 -2.617
H -1.706 4.764 -2.669
O -4.619 4.414 0.295
C -5.125 5.192 1.073
O -6.454 5.314 1.245
C -6.726 6.398 2.156
C -5.456 6.574 2.949
C -4.388 6.183 1.943
H -6.979 7.288 1.573
H -7.568 6.142 2.790
H -5.335 7.580 3.349
H -5.442 5.876 3.785
H -4.073 7.031 1.330
H -3.528 5.718 2.425
O 3.758 -5.124 -0.712
C 3.068 -6.088 -0.530
O 3.394 -7.339 -0.942
C 2.307 -8.236 -0.667
C 1.510 -7.570 0.436
C 1.709 -6.095 0.133
H 1.724 -8.366 -1.582
H 2.702 -9.204 -0.360
H 0.464 -7.878 0.458
H 1.951 -7.808 1.407
H 0.966 -5.720 -0.575
H 1.713 -5.493 1.040
O -0.666 1.399 -6.180
C -1.287 1.179 -7.183
O -1.125 0.057 -7.924
C -1.929 0.145 -9.111
C -3.014 1.151 -8.784
C -2.303 2.093 -7.827
H -1.294 0.473 -9.939
H -2.340 -0.836 -9.349
H -3.423 1.644 -9.665
H -3.837 0.652 -8.265
H -1.778 2.892 -8.354
H -2.984 2.506 -7.085
O -7.419 5.855 4.888
C -7.106 5.020 5.696
O -6.114 4.119 5.498
C -6.070 3.197 6.607
C -6.740 3.928 7.752
C -7.766 4.787 7.033
H -6.603 2.288 6.326
H -5.039 2.944 6.831
H -7.170 3.258 8.495
H -6.015 4.570 8.258
H -8.707 4.255 6.876
H -7.940 5.728 7.552
O 0.778 9.825 2.016
C 1.192 8.728 2.254
O 1.078 7.675 1.398
C 1.575 6.487 2.030
C 2.505 6.974 3.123
C 1.862 8.288 3.534
H 0.727 5.925 2.427
H 2.094 5.871 1.296
H 2.616 6.264 3.943
H 3.497 7.166 2.707
H 1.099 8.147 4.303
H 2.602 9.017 3.858
O -2.309 -3.254 -9.578
C -1.153 -3.460 -9.842
O -0.738 -4.249 -10.862
C 0.695 -4.368 -10.824
C 1.172 -3.159 -10.047
C 0.030 -2.930 -9.075
H 0.954 -5.307 -10.330
H 1.087 -4.384 -11.841
H 2.137 -3.310 -9.565
H 1.262 -2.298 -10.717
H 0.153 -3.515 -8.161
H -0.092 -1.873 -8.843
O 6.595 -2.023 -2.611
C 7.609 -1.445 -2.892
O 7.874 -0.946 -4.126
C 9.209 -0.416 -4.153
C 9.552 -0.126 -2.706
C 8.779 -1.206 -1.968
H 9.872 -1.164 -4.596
H 9.233 0.483 -4.768
H 10.623 -0.138 -2.507
H 9.168 0.858 -2.424
H 9.354 -2.129 -1.877
H 8.442 -0.865 -0.991
O 2.559 -5.482 -7.552
C 3.159 -4.617 -6.976
O 2.696 -3.348 -6.835
C 3.699 -2.539 -6.196
C 4.591 -3.519 -5.461
C 4.528 -4.747 -6.353
H 4.239 -1.982 -6.966
H 3.222 -1.832 -5.519
H 5.601 -3.143 -5.299
H 4.159 -3.752 -4.484
H 5.282 -4.717 -7.142
H 4.611 -5.668 -5.779
O -5.306 1.087 8.096
C -4.971 1.332 9.224
O -4.679 2.581 9.667
C -4.209 2.514 11.023
C -4.749 1.207 11.566
C -4.766 0.325 10.329
H -3.116 2.541 11.015
H -4.578 3.374 11.581
H -4.156 0.804 12.386
H -5.771 1.350 11.928
H -3.811 -0.181 10.176
H -5.581 -0.395 10.358
O 4.548 -3.272 8.290
C 3.875 -3.400 7.308
O 3.940 -4.479 6.482
C 3.087 -4.268 5.348
C 2.076 -3.234 5.797
C 2.879 -2.397 6.777
H 3.699 -3.916 4.512
H 2.615 -5.209 5.066
H 1.652 -2.660 4.972
H 1.253 -3.725 6.323
H 3.419 -1.590 6.277
H 2.256 -2.003 7.577
```

The following is a quantum chemistry calculation of a cluster of 10 separate species, C60H87N3O14 in total, from the Open Molecules 2025 dataset.

Total charge: 0
SMILES: Oc1ccc(O)cc1.Oc1ccc(O)cc1.Oc1ccc(O)cc1.Oc1ccc(O)cc1.Oc1ccc(O)cc1.Oc1ccc(O)cc1.Oc1ccc(O)cc1.CCN(CC)CC.CCN(CC)CC.CCN(CC)CC
LUMO level (eV): 0.464
HOMO-LUMO gap (hartree): 0.30194
Maximum force (eV/A): 2.529

The geometry in XYZ format:
```
164
C60H87N3O14 the ωB97M-V functional and the def2-TZVPD basis
O 2.460 -3.178 -6.156
C 2.713 -1.942 -5.576
C 2.866 -0.826 -6.367
C 2.985 0.429 -5.781
C 3.118 0.510 -4.404
O 3.402 1.699 -3.745
C 2.980 -0.614 -3.609
C 2.710 -1.824 -4.207
H 2.278 -3.096 -7.097
H 2.797 -0.870 -7.436
H 3.033 1.343 -6.338
H 2.988 2.424 -4.190
H 3.092 -0.488 -2.548
H 2.453 -2.668 -3.588
O -1.277 3.919 2.279
C -2.479 4.527 1.832
C -3.627 3.764 1.539
C -4.757 4.462 1.091
C -4.774 5.845 0.941
O -5.907 6.493 0.525
C -3.651 6.615 1.268
C -2.526 5.916 1.728
H -1.409 2.980 2.172
H -3.706 2.698 1.776
H -5.692 3.978 0.891
H -5.682 7.449 0.579
H -3.620 7.702 1.215
H -1.603 6.418 1.946
O -4.800 0.302 2.157
C -4.971 -0.135 0.861
C -5.356 0.755 -0.145
C -5.576 0.278 -1.437
C -5.246 -1.017 -1.740
O -5.294 -1.377 -3.057
C -4.802 -1.920 -0.740
C -4.765 -1.481 0.588
H -4.352 -0.306 2.758
H -5.612 1.785 0.038
H -5.839 0.901 -2.240
H -4.855 -2.222 -3.205
H -4.477 -2.883 -1.121
H -4.439 -2.185 1.387
O 6.785 4.555 2.322
C 5.702 3.868 2.732
C 5.815 2.917 3.708
C 4.716 2.129 4.126
C 3.534 2.254 3.420
O 2.489 1.433 3.684
C 3.416 3.280 2.425
C 4.490 4.056 2.070
H 6.607 5.115 1.569
H 6.756 2.828 4.265
H 4.837 1.328 4.852
H 2.687 0.995 4.527
H 2.530 3.490 1.850
H 4.406 4.744 1.260
O 9.764 1.422 -0.613
C 8.369 1.426 -0.646
C 7.739 1.346 -1.856
C 6.373 1.405 -2.008
C 5.609 1.560 -0.887
O 4.297 1.656 -1.047
C 6.241 1.651 0.340
C 7.634 1.542 0.478
H 10.025 0.834 0.106
H 8.362 1.167 -2.695
H 5.873 1.339 -2.989
H 4.039 1.698 -1.977
H 5.612 1.640 1.235
H 7.993 1.467 1.488
O -4.966 5.590 -6.201
C -4.599 4.384 -5.692
C -3.378 4.350 -5.006
C -2.991 3.108 -4.476
C -3.800 1.961 -4.579
O -3.343 0.780 -4.010
C -4.996 2.019 -5.307
C -5.386 3.245 -5.830
H -5.693 5.480 -6.814
H -2.863 5.296 -4.851
H -2.008 2.981 -4.032
H -4.040 0.088 -4.003
H -5.561 1.110 -5.429
H -6.340 3.330 -6.357
O -0.166 0.596 2.532
C -0.291 0.720 1.172
C 0.782 0.833 0.323
C 0.657 0.940 -1.069
C -0.604 0.922 -1.598
O -0.751 0.989 -2.953
C -1.738 0.739 -0.840
C -1.567 0.605 0.551
H 0.757 0.750 2.755
H 1.799 0.821 0.718
H 1.465 1.140 -1.768
H -1.697 1.005 -3.196
H -2.735 0.731 -1.282
H -2.481 0.401 1.085
C -1.993 -2.457 2.488
C -2.157 -1.934 3.864
N -3.474 -1.363 4.076
C -3.351 -0.456 5.247
C -2.830 0.929 4.732
C -4.470 -2.400 4.330
C -5.859 -1.902 4.568
H -2.087 -1.679 1.709
H -2.709 -3.261 2.317
H -0.987 -2.843 2.398
H -1.998 -2.716 4.633
H -1.494 -1.146 4.058
H -4.332 -0.331 5.700
H -2.746 -0.906 6.070
H -3.631 1.370 4.131
H -2.565 1.475 5.631
H -1.883 0.783 4.203
H -4.182 -3.037 5.192
H -4.496 -3.042 3.463
H -6.299 -1.514 3.637
H -5.896 -1.096 5.308
H -6.500 -2.719 4.925
C 0.112 -2.667 -1.141
C -1.387 -2.824 -1.497
N -1.662 -3.820 -2.511
C -0.923 -3.622 -3.796
C -1.083 -2.236 -4.449
C -1.321 -5.169 -2.024
C -2.003 -5.591 -0.724
H 0.664 -2.125 -1.902
H 0.636 -3.610 -0.956
H 0.137 -2.052 -0.233
H -2.004 -2.960 -0.606
H -1.740 -1.890 -1.955
H 0.153 -3.818 -3.666
H -1.350 -4.370 -4.488
H -0.572 -2.363 -5.436
H -2.168 -2.064 -4.565
H -0.616 -1.391 -3.908
H -0.223 -5.256 -1.938
H -1.654 -5.878 -2.781
H -3.091 -5.436 -0.686
H -1.547 -5.075 0.125
H -1.786 -6.668 -0.646
C 3.482 -1.180 0.913
C 4.019 -1.638 2.225
N 4.205 -3.067 2.421
C 4.706 -3.354 3.724
C 6.220 -3.143 3.995
C 3.030 -3.829 2.105
C 1.767 -3.564 2.914
H 2.411 -1.329 0.856
H 3.930 -1.669 0.047
H 3.611 -0.114 0.795
H 5.027 -1.242 2.346
H 3.397 -1.191 3.067
H 4.156 -2.813 4.542
H 4.474 -4.409 3.920
H 6.414 -3.590 4.975
H 6.715 -3.678 3.199
H 6.477 -2.075 4.048
H 3.214 -4.909 2.211
H 2.872 -3.710 1.034
H 1.904 -3.765 3.980
H 1.026 -4.272 2.518
H 1.362 -2.544 2.841
```

| no. | E_tot (a.u.) |
| --- | --- |
| 1 | -3673.99471 |
| 2 | -5464.47504 |
| 3 | -3556.04236 |